Entry 1:
A molecular structure, C25H25NOSiV. Source: the OMol25 dataset; level of theory: ωB97M-V with the def2-TZVPD basis set.

The geometry in XYZ format:
```
54
Properties=species:S:1:pos:R:3
C -0.71 0.54 -2.14
C -0.75 1.67 -1.26
C -1.71 1.42 -0.23
C -2.24 0.10 -0.45
C -1.63 -0.45 -1.62
V 0.06 -0.10 -0.01
N 1.28 -1.11 -0.58
C 2.35 0.20 0.44
C 1.48 1.36 0.51
H -1.95 2.09 0.58
H -0.16 2.58 -1.37
H -2.98 -0.40 0.19
H -1.80 -1.44 -2.04
H -0.10 0.45 -3.03
H 1.58 2.12 -0.25
H 3.09 0.14 -0.36
H 1.41 -2.03 -1.03
H 1.13 1.71 1.49
H 2.60 -0.31 1.37
O -0.50 -0.75 1.63
Si -0.50 -2.05 2.60
C 0.19 -1.45 4.21
C 1.23 -2.12 4.85
C 1.77 -1.62 6.04
C 1.24 -0.43 6.59
C 0.20 0.24 5.94
C -0.32 -0.25 4.74
C -2.27 -2.57 2.78
C -2.98 -2.98 1.65
C -4.30 -3.43 1.77
C -4.92 -3.41 3.03
C -4.21 -2.97 4.16
C -2.89 -2.56 4.03
C 0.52 -3.49 1.99
C 1.87 -3.30 1.65
C 2.66 -4.40 1.29
C 2.09 -5.67 1.22
C 0.73 -5.86 1.53
C -0.04 -4.76 1.92
H 1.62 -3.05 4.43
H 2.58 -2.13 6.53
H 1.66 -0.03 7.53
H -0.22 1.16 6.38
H -1.11 0.29 4.23
H -2.50 -3.01 0.66
H -4.84 -3.78 0.90
H -5.96 -3.75 3.14
H -4.70 -2.94 5.14
H -2.32 -2.24 4.91
H 2.32 -2.31 1.68
H 3.72 -4.25 1.05
H 2.70 -6.54 0.93
H 0.28 -6.85 1.46
H -1.09 -4.91 2.19
```

⟨S²⟩: 3.77
Total charge: -2
LUMO (alpha / beta): 4.78 / 4.69 eV
Multiplicity: 4
Frontier orbital gap (alpha / beta): 1.662 / 6.813 eV
Highest occupied orbital energy (alpha / beta): 3.114 / -2.123 eV
Max |F|: 0.0830 hartree/bohr

***

Entry 2:
CH2O2S2 in the gas phase. Source: the OMol25 dataset; level of theory: ωB97M-V with the def2-TZVPD basis set.

The geometry in XYZ format:
```
7
Properties=species:S:1:pos:R:3
O 1.94 -1.07 -0.89
S 1.16 -0.11 -0.12
O 1.60 0.22 1.24
C -0.49 -0.34 -0.55
S -1.68 1.03 0.38
H -0.41 0.00 -1.54
H -2.13 0.27 1.49
```

Total charge: 0
LUMO (alpha / beta): -2.21 / -2.21 eV
Frontier orbital gap (alpha / beta): 7.755 / 7.756 eV
SMILES string: O=S(=O)=CS
Highest occupied orbital energy (alpha / beta): -9.962 / -9.963 eV
Max |F|: 0.0969 hartree/bohr
ΔE to the lowest compared entry with this formula, charge and spin: 309.3 kJ/mol

***

Entry 3:
17 unconnected molecules or ions with the total composition C59H114Cl4N14O4. Source: the OMol25 dataset; level of theory: ωB97M-V with the def2-TZVPD basis set.

The geometry in XYZ format:
```
195
Properties=species:S:1:pos:R:3
C -0.63 1.90 5.33
C -1.21 3.28 5.27
C -0.61 4.21 6.28
O -1.29 5.45 6.26
C -0.93 6.33 7.31
N -1.01 3.72 3.89
H -0.02 3.73 3.60
H -1.48 3.11 3.15
H -1.42 4.65 3.74
H -1.16 1.26 4.63
H -0.80 1.45 6.32
H 0.44 1.98 5.14
H -2.28 3.13 5.44
H 0.45 4.37 6.07
H -0.66 3.60 7.19
H -1.27 5.96 8.29
H -1.41 7.30 7.17
H 0.13 6.56 7.33
C 1.35 -0.08 2.04
C 1.21 0.39 0.63
C 0.35 -0.50 -0.28
O 0.42 0.00 -1.59
C -0.58 -0.57 -2.42
N 0.57 1.80 0.69
H 1.03 2.39 1.40
H 0.49 2.34 -0.19
H -0.37 1.72 1.07
H 0.38 -0.19 2.51
H 1.90 0.68 2.59
H 1.88 -1.03 2.05
H 2.11 0.74 0.11
H -0.67 -0.54 0.11
H 0.77 -1.50 -0.17
H -0.43 -0.17 -3.43
H -1.59 -0.19 -2.24
H -0.61 -1.66 -2.39
C 2.75 3.46 3.65
O 1.64 3.47 2.78
H 3.27 2.49 3.62
H 3.55 4.12 3.32
H 2.45 3.73 4.67
C -3.09 1.00 2.06
O -2.00 1.87 1.92
H -3.39 0.94 3.11
H -4.03 1.32 1.60
H -2.91 0.02 1.64
C -2.65 -4.77 3.85
C -1.73 -4.22 2.80
C -1.68 -2.69 2.77
C -1.00 -2.07 3.92
N -0.45 -1.64 4.84
H -2.40 -4.46 4.86
H -2.67 -5.86 3.94
H -3.69 -4.45 3.68
H -2.08 -4.55 1.82
H -0.69 -4.53 2.89
H -2.64 -2.19 2.65
H -1.07 -2.41 1.90
C 6.52 1.58 -0.78
C 5.52 2.68 -0.53
C 5.07 2.78 0.92
C 6.20 2.96 1.87
N 7.10 3.03 2.57
H 6.16 0.61 -0.41
H 7.44 1.78 -0.25
H 6.79 1.49 -1.84
H 4.70 2.53 -1.23
H 5.85 3.66 -0.88
H 4.45 1.94 1.24
H 4.37 3.62 1.03
C -5.39 3.11 -2.00
C -4.13 2.45 -1.34
C -2.82 3.15 -1.69
C -2.52 3.18 -3.16
N -2.30 3.20 -4.26
H -6.32 2.63 -1.68
H -5.28 2.91 -3.07
H -5.39 4.19 -1.83
H -4.13 1.42 -1.71
H -4.30 2.41 -0.27
H -1.98 2.67 -1.20
H -2.88 4.19 -1.36
C 1.42 8.39 0.76
C 1.13 6.86 0.82
C 2.33 5.96 0.67
C 3.06 6.09 -0.58
N 3.74 6.10 -1.49
H 0.51 8.95 0.95
H 1.71 8.70 -0.24
H 2.22 8.53 1.48
H 0.33 6.65 0.12
H 0.71 6.67 1.81
H 2.16 4.90 0.86
H 3.00 6.22 1.50
C -3.66 -6.33 -4.29
C -2.30 -5.64 -4.50
C -2.39 -4.08 -4.55
C -2.89 -3.56 -5.82
N -3.25 -3.09 -6.79
H -3.65 -7.43 -4.33
H -4.34 -6.04 -5.10
H -3.98 -6.00 -3.30
H -1.76 -5.93 -5.41
H -1.65 -5.85 -3.65
H -1.38 -3.69 -4.46
H -2.98 -3.66 -3.73
C 3.28 -1.09 -3.51
C 4.17 -0.62 -2.36
C 4.34 -1.61 -1.27
C 4.92 -2.86 -1.71
N 5.38 -3.84 -2.06
H 3.24 -0.32 -4.29
H 2.29 -1.35 -3.16
H 3.54 -2.04 -3.98
H 3.64 0.25 -1.97
H 5.07 -0.17 -2.77
H 3.33 -1.84 -0.93
H 4.91 -1.34 -0.38
C -4.09 -0.03 -4.52
C -4.29 0.21 -6.02
C -5.43 -0.51 -6.69
C -6.70 -0.38 -5.97
N -7.75 -0.43 -5.52
H -5.00 0.25 -3.98
H -3.23 0.54 -4.18
H -3.95 -1.08 -4.31
H -3.34 -0.06 -6.48
H -4.38 1.28 -6.24
H -5.22 -1.56 -6.79
H -5.64 -0.07 -7.66
C -6.72 -0.95 0.03
C -6.28 -1.71 1.29
C -5.63 -3.08 1.01
C -4.48 -2.98 0.11
N -3.58 -2.99 -0.59
H -7.29 -1.61 -0.61
H -5.87 -0.64 -0.59
H -7.24 -0.05 0.35
H -7.11 -1.92 1.97
H -5.53 -1.10 1.81
H -6.40 -3.69 0.53
H -5.26 -3.52 1.94
C 2.60 2.70 -4.25
C 2.23 4.16 -4.43
C 0.86 4.54 -3.94
C 0.67 4.19 -2.58
N 0.38 3.91 -1.52
H 3.56 2.47 -4.70
H 1.84 2.06 -4.71
H 2.73 2.47 -3.20
H 2.32 4.42 -5.48
H 2.99 4.79 -3.95
H 0.14 4.03 -4.58
H 0.70 5.63 -4.02
C -0.86 -4.50 -0.84
C 0.36 -5.41 -1.09
C 1.54 -4.74 -1.78
C 1.17 -4.05 -3.05
N 0.95 -3.46 -4.01
H -1.28 -4.13 -1.76
H -0.49 -3.67 -0.24
H -1.61 -5.10 -0.35
H 0.08 -6.29 -1.66
H 0.69 -5.79 -0.12
H 2.31 -5.47 -2.03
H 1.98 -3.95 -1.15
C 2.84 -1.79 5.11
C 3.71 -0.53 5.38
C 4.98 -0.44 4.55
C 4.75 -0.62 3.11
N 4.67 -0.80 1.99
H 2.04 -1.90 5.84
H 3.44 -2.70 5.13
H 2.39 -1.77 4.11
H 3.96 -0.56 6.44
H 3.06 0.33 5.25
H 5.65 -1.23 4.89
H 5.46 0.54 4.62
C 2.30 -7.96 3.71
C 1.76 -6.52 3.48
C 2.64 -5.81 2.46
C 2.12 -4.52 2.02
N 1.70 -3.54 1.63
H 1.73 -8.45 4.50
H 3.37 -7.91 3.94
H 2.23 -8.61 2.84
H 1.74 -5.92 4.39
H 0.74 -6.63 3.09
H 2.75 -6.40 1.55
H 3.65 -5.66 2.85
C 0.69 0.48 -7.62
Cl -0.51 -0.64 -6.93
Cl 0.92 0.25 -9.35
Cl 0.06 2.11 -7.30
Cl 2.24 0.24 -6.83
```

Total charge: 0
LUMO: 0.16 eV
Frontier orbital gap: 7.942 eV
Highest occupied orbital energy: -7.785 eV
Max |F|: 0.0768 hartree/bohr
ΔE to the lowest compared entry with this formula, charge and spin: 0.0 kJ/mol

***

Entry 4:
A molecular structure, C2HMgO2. Source: the OMol25 dataset; level of theory: ωB97M-V with the def2-TZVPD basis set.

The geometry in XYZ format:
```
6
Properties=species:S:1:pos:R:3
O -1.13 -0.95 0.47
O 0.92 0.75 -0.85
C -2.09 -0.39 0.03
C 0.78 1.64 -1.54
H -3.15 -0.74 0.13
Mg 0.87 -0.92 0.47
```

⟨S²⟩: 0.75
Total charge: +2
LUMO (alpha / beta): -12.44 / -12.45 eV
Multiplicity: 2
Frontier orbital gap (alpha / beta): 6.718 / 10.113 eV
Highest occupied orbital energy (alpha / beta): -19.162 / -22.559 eV
Max |F|: 0.0349 hartree/bohr
ΔE to the lowest compared entry with this formula, charge and spin: 0.0 kJ/mol

***

Entry 5:
A molecular structure, C10H27ClIInO2P2S. Source: the OMol25 dataset; level of theory: ωB97M-V with the def2-TZVPD basis set.

The geometry in XYZ format:
```
45
Properties=species:S:1:pos:R:3
C 1.64 2.28 -4.33
C 1.05 1.36 -3.29
H 1.57 1.91 -5.39
H 2.70 2.45 -4.10
H 1.18 3.27 -4.28
O 0.57 0.26 -3.36
I 2.25 4.05 -0.85
In 0.89 1.74 -0.78
P -1.70 1.68 -0.43
C -2.52 0.08 -0.72
C -2.48 2.31 1.10
H -3.48 2.72 0.93
H -3.29 3.20 -1.47
H -1.86 3.11 1.50
H -1.60 3.58 -1.90
H -2.50 -0.52 0.19
H -2.54 1.51 1.84
C -2.32 2.77 -1.76
H -3.56 0.22 -1.06
H -2.43 2.20 -2.69
H -1.97 -0.46 -1.50
P 2.16 -0.43 0.02
C 1.49 -2.04 -0.49
C 3.78 -0.33 -0.79
H 2.47 0.23 2.32
H 3.74 -0.93 1.85
H 2.08 -1.49 2.27
C 2.67 -0.70 1.77
H 4.03 0.72 -0.95
H 4.55 -0.78 -0.14
H 2.30 -2.76 -0.67
H 0.93 -1.91 -1.42
H 3.77 -0.86 -1.76
H 0.81 -2.45 0.27
Cl 0.33 1.35 1.80
C -1.16 -2.68 4.17
S -0.78 -2.05 2.53
C -1.77 -3.22 1.58
O -1.48 -0.73 2.39
H -1.09 -3.77 4.14
H -2.15 -2.30 4.45
H -0.39 -2.29 4.85
H -2.83 -2.99 1.77
H -1.56 -3.07 0.52
H -1.50 -4.24 1.88
```

Total charge: +2
LUMO (alpha / beta): -10.89 / -10.89 eV
Frontier orbital gap (alpha / beta): 3.215 / 3.213 eV
Highest occupied orbital energy (alpha / beta): -14.107 / -14.106 eV
Max |F|: 0.1245 hartree/bohr

***

Entry 6:
A molecular structure, C20H21BrN4O3P2Pt. Source: the OMol25 dataset; level of theory: ωB97M-V with the def2-TZVPD basis set.

The geometry in XYZ format:
```
52
Properties=species:S:1:pos:R:3
Pt 0.63 0.13 -1.09
Br 3.59 -2.37 -1.72
C 3.90 -0.53 -1.47
C 5.22 -0.13 -1.32
C 5.49 1.22 -1.20
C 4.44 2.12 -1.26
C 3.16 1.63 -1.39
N 2.88 0.32 -1.48
C 2.01 2.62 -1.45
O 2.27 3.80 -1.49
O 0.80 2.12 -1.40
H 6.00 -0.88 -1.30
H 6.51 1.56 -1.08
H 4.58 3.19 -1.21
C -3.42 1.50 -2.57
P -1.65 0.28 -0.99
C -2.18 -1.78 -2.85
C -2.05 0.34 0.80
C -3.40 0.37 1.12
C -3.81 0.31 2.44
C -2.86 0.24 3.46
C -1.51 0.24 3.15
C -1.10 0.30 1.81
P 0.65 0.42 1.37
C 1.56 -0.45 2.68
C 1.03 2.18 1.64
H -3.88 0.52 -2.74
H -3.27 1.97 -3.54
H -4.15 2.12 -2.04
H -3.03 -2.45 -3.02
H -1.28 -2.32 -3.15
H -2.30 -0.91 -3.50
H -4.14 0.41 0.32
H -4.86 0.30 2.69
H -3.17 0.18 4.49
H -0.78 0.20 3.95
H 1.51 0.11 3.61
H 2.61 -0.55 2.38
H 1.14 -1.44 2.81
H 0.74 2.45 2.66
H 0.47 2.77 0.92
H 2.10 2.37 1.50
N 0.22 -3.41 0.73
C -0.30 -2.56 -0.22
O 0.59 -1.93 -0.93
C -1.65 -2.39 -0.39
C -2.09 -1.40 -1.41
N -2.17 1.44 -1.84
C -2.56 -2.99 0.52
N -3.30 -3.46 1.28
H -0.39 -4.11 1.12
H 1.19 -3.64 0.62
```

⟨S²⟩: 2.01
Total charge: 0
LUMO (alpha / beta): -0.42 / -1.47 eV
Multiplicity: 3
Frontier orbital gap (alpha / beta): 6.918 / 6.217 eV
Highest occupied orbital energy (alpha / beta): -7.342 / -7.688 eV
Max |F|: 0.0148 hartree/bohr
ΔE to the lowest compared entry with this formula, charge and spin: 232.2 kJ/mol

***

Entry 7:
A molecular structure, C13H25As2INi. Source: the OMol25 dataset; level of theory: ωB97M-V with the def2-TZVPD basis set.

The geometry in XYZ format:
```
42
Properties=species:S:1:pos:R:3
C 1.65 -0.95 -3.15
C 0.46 -2.02 -2.94
H 1.45 -0.41 -4.09
H 2.58 -1.51 -3.26
H 1.86 -0.17 -2.39
H -0.15 -2.02 -2.01
H -0.25 -1.95 -3.77
H 0.92 -3.02 -2.96
Ni 0.64 -0.71 -1.49
C 1.83 -1.79 -0.33
H 1.63 -2.83 -0.63
H 1.79 -1.72 0.76
H 2.85 -1.53 -0.66
I -0.97 0.97 -2.67
C -2.94 -1.44 -0.53
As -1.11 -1.12 0.07
C -0.91 -2.37 1.56
C -1.38 0.53 1.12
C -2.57 0.76 1.80
C -2.72 1.96 2.50
C -1.69 2.91 2.53
C -0.49 2.66 1.85
C -0.35 1.48 1.12
As 1.27 1.07 0.04
C 1.67 2.87 -0.62
C 2.48 0.95 1.58
H -3.58 -1.62 0.34
H -2.91 -2.32 -1.18
H -3.27 -0.56 -1.10
H -0.58 -1.81 2.44
H -1.88 -2.85 1.72
H -0.15 -3.11 1.26
H -3.36 0.01 1.79
H -3.66 2.15 3.03
H -1.82 3.84 3.07
H 0.32 3.40 1.89
H 1.39 3.60 0.14
H 2.75 2.89 -0.81
H 1.10 3.02 -1.54
H 2.04 1.52 2.40
H 2.60 -0.10 1.86
H 3.44 1.38 1.27
```

⟨S²⟩: 2.01
Total charge: 0
LUMO (alpha / beta): 0.71 / 0.59 eV
Multiplicity: 3
Frontier orbital gap (alpha / beta): 6.906 / 8.549 eV
Highest occupied orbital energy (alpha / beta): -6.197 / -7.961 eV
Max |F|: 0.1009 hartree/bohr
ΔE to the lowest compared entry with this formula, charge and spin: 126.0 kJ/mol

***

Entry 8:
C29H29N3O6S2 in the gas phase. Source: the OMol25 dataset; level of theory: ωB97M-V with the def2-TZVPD basis set.

The geometry in XYZ format:
```
69
Properties=species:S:1:pos:R:3
C 4.50 1.21 -2.78
O 4.86 0.06 -2.02
C 5.83 0.29 -1.04
C 5.33 1.12 0.15
N 4.27 0.46 0.87
C 4.59 -0.35 2.02
C 4.24 -1.84 1.88
O 5.02 -2.52 0.92
C 4.37 -2.82 -0.29
S 2.77 1.18 0.91
O 2.42 1.52 2.27
O 2.75 2.23 -0.07
C 1.68 -0.14 0.38
C 1.76 -0.60 -0.91
C 0.94 -1.65 -1.31
C 0.03 -2.19 -0.42
C -0.84 -3.34 -0.83
O -0.41 -4.42 -1.13
N -2.19 -3.10 -0.79
C -2.86 -1.92 -0.63
N -4.10 -1.88 -0.29
C -4.61 -0.61 -0.25
C -6.00 -0.49 0.19
C -6.50 -1.49 1.03
C -7.80 -1.44 1.48
C -8.63 -0.40 1.08
C -8.14 0.59 0.24
C -6.84 0.55 -0.21
C -3.69 0.37 -0.57
C -3.75 1.84 -0.62
O -4.73 2.47 -0.94
C -2.46 2.51 -0.30
C -2.08 3.62 -1.05
C -0.88 4.25 -0.81
C -0.06 3.81 0.22
C -0.45 2.74 1.01
C -1.64 2.09 0.75
S -2.15 -0.35 -0.96
C -0.04 -1.72 0.89
C 0.80 -0.69 1.29
H 5.39 1.72 -3.15
H 3.89 1.90 -2.20
H 3.93 0.84 -3.63
H 6.14 -0.70 -0.69
H 6.70 0.81 -1.47
H 6.17 1.34 0.82
H 4.92 2.07 -0.21
H 4.05 0.04 2.88
H 5.67 -0.28 2.22
H 3.17 -1.96 1.65
H 4.45 -2.32 2.85
H 5.08 -3.41 -0.87
H 4.11 -1.92 -0.85
H 3.46 -3.41 -0.12
H 2.47 -0.15 -1.59
H 1.00 -2.03 -2.32
H -2.78 -3.91 -0.91
H -5.85 -2.29 1.33
H -8.18 -2.21 2.13
H -9.65 -0.36 1.43
H -8.79 1.40 -0.07
H -6.47 1.32 -0.87
H -2.74 3.95 -1.84
H -0.59 5.09 -1.41
H 0.89 4.29 0.41
H 0.19 2.42 1.81
H -1.95 1.26 1.38
H -0.73 -2.16 1.59
H 0.77 -0.30 2.30
```

Total charge: 0
LUMO: -0.31 eV
Frontier orbital gap: 8.138 eV
SMILES string: COCCN(CCOC)S(=O)(=O)c1ccc(C(=O)Nc2nc(-c3ccccc3)c(C(=O)c3ccccc3)s2)cc1
Highest occupied orbital energy: -8.447 eV
Max |F|: 0.0294 hartree/bohr
ΔE to the lowest compared entry with this formula, charge and spin: 0.0 kJ/mol